Record 1
Density functional theory data (the ωB97M-V functional and the def2-TZVPD basis) for a molecular structure, C50H59N2O5P2SSi2Ti at a distorted geometry.

## Properties
Total charge: +3
ΔE to the lowest compared entry with this formula, charge and spin, kJ/mol: 24.4
Molecular weight, g/mol: 966.1
Total energy, eV: -134289.790

```
122
Properties=species:S:1:pos:R:3:forces:R:3
Ti 0.54039 -0.65726 -0.54762 0.2235 -0.6709 -0.1730
O -2.76917 -1.44425 -0.30649 0.1098 -0.0582 -0.2991
S -2.42044 -0.02017 0.21900 0.4693 0.3482 -0.1355
C -3.32711 1.12257 -0.74777 -0.1196 0.0992 -0.1227
C -4.71808 1.18609 -0.66506 0.0978 0.0652 0.0145
C -5.39224 2.11213 -1.43387 -0.0592 0.0746 -0.0400
C -4.67549 2.99583 -2.23666 -0.0720 0.0061 0.0056
C -3.29557 2.92539 -2.30713 0.0053 0.0331 0.0492
C -2.58793 1.95281 -1.59698 -0.0481 -0.0311 0.0534
P -0.74988 1.94374 -1.71647 0.2388 0.1224 0.1025
C -0.39232 2.05107 -3.50432 -0.0277 0.0476 -0.0230
C 0.95063 2.18111 -3.86277 0.0094 0.0656 -0.0149
C 1.32413 2.35504 -5.18685 -0.0329 0.0200 0.0072
C 0.35671 2.35871 -6.18358 0.0322 0.0277 0.0018
C -0.97330 2.15983 -5.84570 -0.0258 -0.0087 0.0185
C -1.34763 2.00663 -4.51674 -0.0404 0.0062 -0.0438
C -0.46684 3.67331 -1.11987 -0.0851 -0.0342 -0.0059
C -1.30231 4.17107 -0.11715 0.0372 0.0005 -0.0414
C -1.17657 5.47406 0.33844 -0.0049 0.0092 -0.0188
C -0.20877 6.30689 -0.20593 0.0166 -0.0076 -0.0067
C 0.62112 5.82817 -1.21011 -0.0124 0.0001 0.0404
C 0.49347 4.52336 -1.66659 0.0071 -0.0054 -0.0550
C -3.14740 0.01250 1.83405 -0.2546 -0.5032 -0.2170
C -4.23715 -0.83024 2.05567 0.0468 -0.0501 0.1080
C -4.78510 -0.88140 3.32696 0.0588 0.0406 0.1169
C -4.23331 -0.10897 4.35166 0.0010 -0.0225 -0.0802
C -3.14610 0.71771 4.09905 -0.0572 -0.0188 0.0689
C -2.57170 0.79027 2.82706 0.0154 0.3560 0.2567
P -1.25071 1.99630 2.37176 -0.1376 -0.0514 -0.1524
C 0.14912 1.63046 3.48385 0.0470 -0.0607 -0.0132
C 0.18970 0.61121 4.43432 -0.0022 0.0320 0.0615
C 1.33997 0.38118 5.18262 -0.0066 -0.0288 -0.0125
C 2.46972 1.16202 4.98835 0.0073 -0.0177 0.0136
C 2.45522 2.16473 4.02567 -0.0362 -0.0104 -0.0273
C 1.31073 2.38588 3.27109 0.1154 0.0080 -0.0580
C -1.99111 3.56060 2.98213 0.0025 -0.0955 0.1260
C -3.33289 3.82230 2.69239 -0.0318 0.0113 -0.0432
C -3.90301 5.04248 3.02657 0.0271 -0.0300 0.0010
C -3.13819 6.02261 3.64820 0.0161 -0.0115 -0.0099
C -1.80346 5.77363 3.93007 -0.0105 -0.0367 -0.0015
C -1.22968 4.55312 3.59272 0.0298 -0.0455 0.1861
H -5.26823 0.53377 -0.00189 0.0166 -0.0355 0.0147
H -6.47236 2.16703 -1.39006 0.0347 0.0097 -0.0022
H -5.19983 3.75536 -2.80291 0.0097 -0.0264 0.0110
H -2.75699 3.65264 -2.90156 -0.0075 -0.0416 -0.0110
H 1.71665 2.15900 -3.09960 0.0627 0.0516 0.0826
H 2.36692 2.49379 -5.44627 -0.0168 -0.0093 0.0161
H 0.63992 2.50487 -7.21802 -0.0031 -0.0177 0.0252
H -1.73010 2.12460 -6.61906 0.0207 0.0090 0.0230
H -2.39013 1.82845 -4.29452 0.0098 0.0328 0.0056
H -2.07998 3.55437 0.31111 0.0104 0.0511 -0.1279
H -1.84725 5.83626 1.11026 0.0479 -0.0254 -0.0929
H -0.11425 7.32944 0.13660 0.0056 -0.0227 -0.0106
H 1.36489 6.47591 -1.65596 -0.0218 -0.0040 0.0007
H 1.13048 4.20199 -2.47731 -0.0024 -0.0343 -0.0065
H -4.63521 -1.44121 1.25412 0.0144 0.0431 0.0117
H -5.64855 -1.50803 3.51781 0.0236 0.0459 0.0062
H -4.66917 -0.13767 5.34303 0.0216 0.0027 -0.0353
H -2.74671 1.33948 4.89268 -0.0320 -0.0083 -0.0207
H -0.68782 0.00826 4.62110 -0.0427 -0.0353 0.0130
H 1.34790 -0.39991 5.93434 -0.0114 0.0504 -0.0384
H 3.35566 0.99576 5.58780 -0.0227 -0.0037 -0.0292
H 3.33387 2.77737 3.86620 -0.0229 -0.0014 0.0101
H 1.32079 3.15663 2.50500 -0.0353 0.0307 0.0166
H -3.95262 3.07679 2.20246 0.0320 -0.0273 0.0190
H -4.94816 5.22411 2.80981 0.0306 0.0021 -0.0053
H -3.58244 6.97352 3.91162 0.0033 -0.0230 0.0061
H -1.20115 6.52815 4.41973 -0.0156 -0.0168 -0.0091
H -0.18917 4.38668 3.84142 -0.0316 -0.0225 -0.0277
C 4.51852 1.27699 -2.98780 0.1400 0.0487 -0.2580
Si 3.58829 0.76460 -1.48314 -0.2604 -0.1866 0.0949
C 2.89767 2.32586 -0.68923 -0.0982 0.2408 0.0274
C 4.79761 0.13803 -0.20866 0.2769 -0.1567 0.1136
C 2.23913 -0.64022 -1.77380 0.0009 -0.2881 0.1050
C 2.77943 -1.85358 -1.06512 -0.0153 0.1766 -0.3578
C 3.98380 -2.52389 -1.25099 0.0928 -0.0555 -0.0902
C 4.21630 -3.66321 -0.51490 0.0594 -0.0326 -0.0154
C 3.25314 -4.10589 0.39603 0.0554 -0.0591 0.0235
C 2.09083 -3.39524 0.53390 0.0313 0.2487 -0.0670
N 1.86976 -2.28194 -0.19723 -0.1175 -0.1441 -0.0392
Si 1.83449 -1.40986 -3.58887 -0.1947 0.0397 0.3559
C 0.25462 -0.87860 -4.40968 -0.1765 0.1520 -0.1899
C 1.63091 -3.25423 -3.34065 0.0712 -0.2516 0.1432
C 3.24167 -1.14924 -4.74635 0.2945 0.0345 -0.1689
H 5.20047 2.07528 -2.67288 -0.0308 -0.0511 -0.0478
H 3.87811 1.67533 -3.77463 0.0495 0.0352 -0.0206
H 5.12372 0.47562 -3.41284 -0.0167 0.0514 0.0063
H 3.36631 2.49538 0.28961 -0.0091 0.0032 -0.0326
H 1.82184 2.40987 -0.56511 -0.1319 0.0870 -0.0611
H 3.20180 3.18223 -1.29724 -0.0295 -0.0016 0.0568
H 5.27213 1.01164 0.24845 0.0094 -0.0415 -0.0233
H 5.59799 -0.46351 -0.64652 -0.0488 0.0618 0.0705
H 4.35150 -0.46214 0.58971 0.0205 0.1118 0.0359
H 4.70550 -2.15741 -1.97048 -0.0460 -0.0486 0.0226
H 5.13729 -4.21879 -0.64446 -0.0335 0.0154 0.0135
H 3.40800 -5.00024 0.98233 0.0128 0.0070 -0.0107
H 1.32447 -3.70667 1.21572 -0.1650 -0.0487 0.0693
H -0.20041 -1.76784 -4.85709 0.0247 0.0453 0.0095
H 0.45860 -0.17815 -5.22381 -0.0415 -0.0857 0.0922
H -0.48215 -0.40785 -3.76724 -0.0270 -0.1198 -0.0024
H 1.02588 -3.55882 -2.47930 0.0041 -0.0184 -0.0617
H 2.58743 -3.77002 -3.23714 -0.0450 -0.0025 -0.0106
H 1.15060 -3.64912 -4.24033 0.0298 -0.0024 0.0428
H 3.31796 -0.11880 -5.09245 0.0195 -0.0395 -0.0218
H 3.03511 -1.77864 -5.62037 0.0309 0.0535 0.0501
H 4.20858 -1.45857 -4.34443 -0.0307 0.0039 -0.0618
O 1.50260 0.33503 0.89005 0.2331 0.3778 0.7177
H 2.18469 1.02482 0.84631 -0.0810 0.1262 -0.0514
H 1.21587 0.22555 1.81661 -0.0383 0.0558 0.0286
O -0.71735 -1.62656 -1.54381 0.1644 0.0449 0.0424
H -1.83221 -1.66813 -0.93962 -0.9255 -0.0974 0.4216
H -0.66799 -2.34060 -2.19331 0.1630 0.0221 -0.0693
N -2.13651 -3.94785 3.08499 0.1124 0.2036 0.1732
C -1.34184 -2.67280 3.03048 -0.0278 -0.0301 0.2300
C -0.81507 -2.53968 1.60179 0.0071 0.3631 -0.0759
O -1.01203 -3.47958 0.84754 0.0923 -0.0562 -0.1038
O -0.22239 -1.42405 1.36065 -0.0024 -0.2137 -0.4377
H -1.79864 -4.60716 3.78519 -0.0087 0.0044 0.0400
H -2.00496 -4.35511 2.14069 0.0153 -0.1141 -0.2772
H -3.12838 -3.78369 3.25187 -0.0324 0.0141 -0.0097
H -0.51111 -2.73091 3.72941 0.0136 0.0054 0.0477
H -1.97199 -1.82689 3.29312 -0.0176 -0.0367 0.0500
```
Forces are in eV/Å.

=====

Record 2
Density functional theory data (the ωB97M-V functional and the def2-TZVPD basis) for a molecular structure, C5H16B2Br4Na5O3 at a distorted geometry.

## Properties
Total charge: +1
ΔE to the lowest compared entry with this formula, charge and spin, kJ/mol: 0.0
Molecular weight, g/mol: 580.4
Total energy, eV: -315188.126

```
35
Properties=species:S:1:pos:R:3:forces:R:3
Na -1.91229 -1.88299 1.77348 1.0659 0.1442 0.4635
Na 1.17122 0.22608 2.52460 -0.2740 -0.3958 -0.3975
Na -3.20704 -0.00329 -0.63104 0.8997 0.7538 -0.4958
Na -0.13364 3.59273 -0.88662 -0.3929 -0.2861 0.2299
Na -0.75062 3.17819 2.56078 -0.1591 0.3830 -0.7885
C -0.51645 0.99523 0.13242 -1.8358 1.4772 -0.9966
O 0.15569 1.75981 0.84987 2.5966 2.7493 1.9620
O -0.73551 -0.13793 0.53776 -1.2550 -6.0660 2.0102
O -1.12787 1.38328 -0.89493 -0.5261 1.2470 -2.0679
B -0.24929 -1.63057 3.91168 -0.0746 0.2168 0.2270
H 0.82497 -1.73036 3.92754 4.3038 -0.4279 -0.3183
H -0.53362 -1.34202 4.91175 -1.3473 1.1937 3.5159
H -0.55114 -0.90508 3.17222 -1.3658 3.3082 -2.8526
H -0.69778 -2.57888 3.65910 -1.7807 -3.9081 -1.0895
B -1.67053 4.96789 0.69874 -0.2348 -0.1180 0.2626
H -0.96537 5.25897 1.46181 2.8353 1.3628 3.2435
H -1.37787 5.38853 -0.25081 1.5248 1.5323 -3.7843
H -1.67191 3.89107 0.63018 -0.3105 -4.5280 -0.2980
H -2.67432 5.33442 0.84807 -3.5771 1.2319 0.9445
Br 3.60788 -0.37027 0.93047 0.1864 -0.9047 -0.9630
C 3.29151 -1.92651 -0.39031 0.0262 0.8768 -0.1783
C 2.02914 -2.55814 0.16172 0.3149 -0.2244 -0.5237
Br 1.21332 -3.90781 -1.13475 0.7528 0.8385 1.1359
H 4.20161 -2.52558 -0.42119 -0.2241 -0.1468 0.7449
H 3.25745 -1.49422 -1.39034 -0.5874 0.3565 0.2793
H 1.23935 -1.82554 0.32789 0.0820 -0.1091 -0.2338
H 2.34192 -2.99084 1.11200 -0.6513 -0.6368 -0.1677
Br 1.76703 -1.31259 -4.10113 -1.3245 0.3315 0.1541
C -0.11525 -0.61880 -3.92776 0.1521 0.0636 -0.7205
C -1.00497 -1.47159 -3.03164 0.6220 0.8499 0.5581
Br -2.88092 -0.90158 -3.37384 0.3038 -0.4129 0.0795
H -0.57010 -0.54978 -4.91591 0.4841 -0.5120 -0.2317
H -0.01718 0.42995 -3.64738 -0.0087 -0.3198 0.6476
H -0.85740 -1.19365 -1.98805 0.1189 -0.1434 -0.0245
H -0.87993 -2.54828 -3.14652 -0.3395 0.2229 -0.3263
```
Forces are in eV/Å.